Here is a molecular structure, C19H28BF4O2Pb in a non-equilibrium geometry from OMol25. Energies are from ωB97M-V/def2-TZVPD.

Values from the calculation:
Spin multiplicity = 1
Charge = +1
HOMO level (alpha / beta) = -12.13 / -12.13 eV
HOMO-LUMO gap (alpha / beta) = 5.717 / 5.923 eV
Energy above the lowest of the compared OMol25 structures with the same formula, charge and spin = 0.0 kJ/mol

Element x y z (Å)
O: -0.4622 -0.8519 1.0150
C: -1.0298 -0.3327 -0.2131
C: -2.4397 -0.7969 0.1740
H: -0.5775 -0.8518 -1.0568
H: -0.9129 0.7490 -0.3274
C: -1.6944 -1.5286 1.3422
H: -2.9496 -1.4185 -0.5520
H: -3.0831 0.0298 0.5087
C: -1.4704 -3.0168 1.0874
H: -1.4338 -3.2101 0.0015
H: -2.2805 -3.6138 1.5181
H: -0.5083 -3.3383 1.5155
C: -2.0927 -1.1182 2.7418
H: -2.3078 -0.0429 2.7439
H: -1.2821 -1.3090 3.4620
H: -2.9847 -1.6628 3.0651
Pb: 2.7191 2.0415 -0.3003
C: 1.2107 2.9588 2.2246
C: 1.1199 4.0168 1.2592
C: -0.1379 3.8973 0.6092
H: 1.8246 4.8504 1.1233
C: -0.7955 2.7389 1.1135
C: 0.0515 2.1573 2.0951
H: -0.1867 1.2756 2.6887
H: 1.9616 2.8695 3.0112
H: -0.5696 4.5994 -0.1063
H: -1.7998 2.3814 0.8625
C: 3.9708 0.4172 1.5191
C: 3.0022 0.2476 2.5509
C: 2.1141 -0.7725 2.1478
H: 2.9962 0.7365 3.5243
C: 2.5691 -1.3050 0.9087
C: 3.7544 -0.6230 0.5477
H: 4.4717 -0.9090 -0.2238
H: 4.8177 1.1041 1.5648
H: 1.2558 -1.1293 2.7048
H: 2.0992 -2.1374 0.3907
O: -1.7710 -1.5130 -2.7408
C: -2.8202 -2.5382 -2.7133
C: -3.3554 -2.7828 -4.1312
H: -3.6601 -2.2415 -2.0479
H: -2.3981 -3.4710 -2.2965
C: -2.4591 -1.9483 -5.0554
H: -4.3997 -2.4763 -4.2214
H: -3.2959 -3.8606 -4.3411
C: -1.5763 -1.1035 -4.1044
H: -3.0413 -1.2839 -5.6974
H: -1.8388 -2.5960 -5.6767
H: -1.8419 -0.0332 -4.1712
H: -0.5079 -1.2078 -4.3238
F: 4.7537 3.2236 -0.3918
B: 4.8459 4.0743 0.9232
F: 6.1606 4.1844 1.2198
F: 4.1271 5.2203 0.6567
F: 4.1385 3.2507 1.8717

Cartesian forces (eV/Å) of the 6 atoms listed first:
0.3 0.8 -0.3
0.2 -0.2 -0.1
0.4 0.0 0.5
-0.2 0.1 -0.1
0.1 -0.1 0.1
-0.2 0.0 -0.2

How positive or negative is each atom? The natural (NBO) charges in e answer that: atom 1 (O): -0.590, atom 2 (C): -0.073, atom 3 (C): -0.438, atom 4 (H): 0.207, atom 5 (H): 0.164, atom 6 (C): 0.270, atom 7 (H): 0.224, atom 8 (H): 0.204, atom 9 (C): -0.632, atom 10 (H): 0.215, atom 11 (H): 0.223, atom 12 (H): 0.216, atom 13 (C): -0.624, atom 14 (H): 0.206, atom 15 (H): 0.211, atom 16 (H): 0.229, atom 17 (Pb): 1.573, atom 18 (C): -0.167, atom 19 (C): -0.433, atom 20 (C): -0.038, atom 21 (H): 0.286, atom 22 (C): -0.323, atom 23 (C): -0.177, atom 24 (H): 0.250, atom 25 (H): 0.257, atom 26 (H): 0.241, atom 27 (H): 0.248, atom 28 (C): -0.512, atom 29 (C): -0.032, atom 30 (C): -0.253, atom 31 (H): 0.245, atom 32 (C): -0.188, atom 33 (C): -0.155, atom 34 (H): 0.255, atom 35 (H): 0.286, atom 36 (H): 0.256, atom 37 (H): 0.252, atom 38 (O): -0.565, atom 39 (C): -0.073, atom 40 (C): -0.437, atom 41 (H): 0.176, atom 42 (H): 0.179, atom 43 (C): -0.435, atom 44 (H): 0.219, atom 45 (H): 0.224, atom 46 (C): -0.065, atom 47 (H): 0.223, atom 48 (H): 0.218, atom 49 (H): 0.170, atom 50 (H): 0.176, atom 51 (F): -0.636, atom 52 (B): 1.375, atom 53 (F): -0.511, atom 54 (F): -0.534, atom 55 (F): -0.584